C40H39N4OSTeV | the ωB97M-V functional and the def2-TZVPD basis

largest force on an atom	0.0158	hartree/bohr
LUMO energy (spin up / spin down)	-2.71 / -5.61	eV
<S²>	3.8396
HOMO (spin up / spin down)	-9.4 / -10.0	eV
spin multiplicity	4
total charge	+1
molecular weight	802.4	g/mol

CARTESIAN COORDINATES (ANGSTROEM)
V -2.061 1.126 1.112
C -2.638 3.466 0.822
C -4.035 3.289 0.902
C -4.461 2.603 -0.246
C -3.336 2.309 -1.029
C -2.195 2.860 -0.386
H -2.020 4.023 1.508
H -4.666 3.653 1.701
H -5.479 2.348 -0.499
H -3.347 1.827 -1.996
H -1.228 3.015 -0.843
N -2.046 -3.176 1.381
C -0.672 -3.093 1.548
C 0.293 -4.070 1.753
C 1.583 -3.623 1.960
C 1.890 -2.254 1.969
C 0.929 -1.286 1.749
C -0.375 -1.726 1.523
N -1.555 -1.010 1.320
C -2.509 -1.913 1.268
C -3.896 -1.487 1.244
C -5.038 -2.218 1.322
S -6.377 -1.168 1.452
C -5.331 0.173 1.372
N -4.068 -0.121 1.254
H -2.602 -4.013 1.412
H 0.048 -5.123 1.770
H 2.370 -4.343 2.141
H 2.907 -1.947 2.173
H 1.166 -0.230 1.812
H -5.156 -3.289 1.339
H -5.691 1.187 1.409
C 5.817 2.243 -4.205
C 4.551 1.830 -3.516
C 4.253 2.278 -2.235
C 3.083 1.909 -1.586
C 2.808 2.412 -0.198
C 2.204 1.046 -2.263
Te 0.500 0.489 -1.205
N -0.750 1.610 2.082
C 0.289 1.990 2.861
O 1.454 1.707 2.581
C -0.035 2.732 4.123
C -1.325 3.172 4.405
C -1.583 3.861 5.580
C -0.556 4.104 6.481
C 0.731 3.663 6.205
C 0.993 2.983 5.027
C 0.325 -1.523 -1.768
C 1.410 -2.404 -1.665
C 2.807 -1.996 -1.283
C 1.178 -3.748 -1.942
C -0.071 -4.227 -2.305
C -0.287 -5.683 -2.601
C -1.125 -3.323 -2.399
C -0.953 -1.974 -2.138
C -2.114 -1.034 -2.307
C 2.455 0.601 -3.571
C 1.510 -0.275 -4.348
C 3.637 1.004 -4.167
H 6.447 2.846 -3.554
H 5.592 2.827 -5.099
H 6.385 1.369 -4.524
H 4.948 2.936 -1.728
H 3.537 3.168 0.088
H 2.851 1.621 0.551
H 1.820 2.871 -0.108
H -2.121 2.974 3.701
H -2.585 4.209 5.794
H -0.759 4.638 7.401
H 1.531 3.853 6.908
H 1.989 2.639 4.788
H 2.827 -1.206 -0.534
H 3.361 -1.643 -2.154
H 3.340 -2.851 -0.871
H 2.006 -4.442 -1.854
H 0.592 -6.274 -2.354
H -0.508 -5.831 -3.659
H -1.135 -6.075 -2.037
H -2.106 -3.679 -2.697
H -3.029 -1.583 -2.523
H -1.944 -0.338 -3.132
H -2.295 -0.432 -1.411
H 0.466 -0.102 -4.080
H 1.722 -1.333 -4.181
H 1.613 -0.079 -5.414
H 3.847 0.681 -5.181

Atom charges from the Mulliken analysis, given in e for atoms 1 to 2: atom 1 (V): 1.28, atom 2 (C): -0.68